{
  "formula": "C5H8ClN2O3",
  "method": "wB97M-V/def2-TZVPD",
  "species": ["Cl", "O", "O", "O", "N", "N", "C", "C", "C", "C", "C", "H", "H", "H", "H", "H", "H", "H", "H"],
  "coordinates": [[-2.2229, 1.2966, 0.6482], [-0.7474, -2.9406, -0.3751], [-1.0731, 1.7952, -3.1012], [-0.6361, -1.9144, 1.5162], [-1.2419, -2.2706, 0.5198], [0.2837, 0.7716, -1.6097], [-0.9040, 0.9564, -2.2100], [-2.6643, 0.0022, -0.5189], [-2.0513, 0.1146, -1.7951], [-2.5941, -1.7795, 0.3328], [1.4574, 1.5138, -2.0146], [-2.4229, -0.5537, -2.5738], [-3.1367, -2.4117, -0.3725], [-3.7565, 0.0116, -0.5796], [2.3244, 1.1234, -1.4716], [1.6284, 1.3971, -3.0934], [1.3489, 2.5868, -1.7975], [0.3436, 0.1617, -0.8026], [-3.0864, -1.6206, 1.2930]],
  "homo_energy_ev": [-9.01, -10.00],
  "e_above_lowest_ev": 0.000,
  "spin_multiplicity": 2,
  "s_squared": 0.77,
  "homo_lumo_gap_ha": [0.319, 0.305]
}